[1]
{"formula": "C8H16NO", "method": "the ωB97M-V functional and the def2-TZVPD basis", "elements": ["C", "C", "C", "C", "C", "C", "C", "C", "N", "O", "H", "H", "H", "H", "H", "H", "H", "H", "H", "H", "H", "H", "H", "H", "H", "H"], "coordinates": [[-0.70, 0.27, 1.86], [-1.99, 0.00, 2.12], [-2.40, -0.74, 0.11], [-2.70, -0.56, -1.29], [1.82, 1.66, 0.26], [1.74, -0.82, 0.52], [0.80, 0.26, -1.54], [1.00, 0.39, -0.04], [-0.39, 0.54, 0.54], [-2.80, 0.04, 0.97], [0.01, 0.24, 2.58], [-2.39, -0.20, 3.10], [-1.86, -1.50, 0.52], [-2.27, 0.44, -1.62], [-3.76, -0.46, -1.46], [-2.04, -1.35, -1.83], [1.88, 2.06, 1.33], [2.88, 1.38, 0.03], [1.57, 2.56, -0.37], [1.05, -1.72, 0.38], [1.78, -0.73, 1.59], [2.76, -0.80, 0.01], [0.13, -0.49, -1.91], [0.46, 1.23, -2.04], [1.78, 0.17, -2.00], [-0.80, 1.37, 0.16]], "multiplicity": 3, "total_charge": 1, "lumo_energy_ha": [-0.123, -0.270], "gap_ha": [0.25551, 0.30115], "relative_energy_ev": 0.000, "homo_ev": [-10.30, -15.54]}

=====

[2]
{"formula": "C4H8FeN2O6", "method": "the ωB97M-V functional and the def2-TZVPD basis", "elements": ["Fe", "O", "C", "C", "O", "H", "H", "H", "H", "C", "O", "O", "O", "C", "O", "N", "N", "H", "H", "H", "H"], "coordinates": [[-13.23, 4.16, 28.72], [-12.76, 5.67, 27.38], [-11.60, 6.27, 27.85], [-11.17, 5.94, 29.32], [-11.49, 4.67, 29.87], [-11.57, 7.35, 27.65], [-10.76, 5.84, 27.26], [-11.63, 6.62, 30.05], [-10.08, 6.10, 29.38], [-15.77, 4.01, 28.53], [-15.14, 3.48, 27.52], [-16.62, 4.92, 28.37], [-15.02, 4.04, 29.63], [-11.55, 1.58, 27.86], [-12.37, 2.46, 27.60], [-11.67, 0.33, 27.37], [-10.44, 1.82, 28.60], [-12.41, 0.26, 26.69], [-10.98, -0.38, 27.47], [-9.97, 0.98, 28.89], [-10.22, 2.73, 28.98]], "multiplicity": 5, "total_charge": -2, "lumo_energy_ha": [0.182, 0.181], "gap_ha": [0.15871, 0.15609], "relative_energy_ev": 0.879, "homo_ev": [0.62, 0.69]}

=====

[3]
{"formula": "C5H13NO", "method": "the ωB97M-V functional and the def2-TZVPD basis", "elements": ["C", "C", "N", "C", "C", "C", "O", "H", "H", "H", "H", "H", "H", "H", "H", "H", "H", "H", "H", "H"], "coordinates": [[-2.28, 0.39, 1.10], [-1.51, 1.08, -0.10], [-0.73, 0.06, -0.75], [1.38, -0.76, -1.68], [0.72, 0.01, -0.57], [1.07, -0.40, 0.88], [2.35, 0.20, 1.16], [-1.51, -0.14, 1.71], [-2.87, 1.02, 1.83], [-2.87, -0.40, 0.68], [-2.15, 1.41, -0.96], [-0.82, 1.88, 0.35], [-1.06, -0.83, -1.02], [2.41, -0.45, -1.65], [1.35, -1.93, -1.77], [0.82, -0.35, -2.70], [1.07, 1.14, -0.72], [1.16, -1.54, 1.10], [0.42, 0.10, 1.65], [3.03, -0.48, 1.47]], "multiplicity": 2, "total_charge": 1, "lumo_energy_ha": [-0.103, -0.277], "gap_ha": [0.43547, 0.26137], "relative_energy_ev": 2.192, "homo_ev": [-14.64, -14.64]}

=====

[4]
{"formula": "C2H2FO4", "method": "the ωB97M-V functional and the def2-TZVPD basis", "elements": ["C", "C", "O", "O", "O", "O", "F", "H", "H"], "coordinates": [[-2.04, -0.01, -0.29], [0.23, 0.02, -0.37], [-2.20, 1.16, -0.15], [-2.35, -1.14, -0.16], [0.94, -1.15, -0.13], [0.77, 1.10, 0.40], [0.50, 0.27, -1.83], [1.13, -1.51, -1.00], [0.16, 1.75, 0.67]], "total_charge": -1, "lumo_energy_ha": 0.153, "gap_ha": 0.24739, "relative_energy_ev": 2.679, "homo_ev": -2.56}

=====

[5]
{"formula": "C5H7NO", "method": "the ωB97M-V functional and the def2-TZVPD basis", "elements": ["C", "C", "C", "O", "C", "N", "C", "H", "H", "H", "H", "H", "H", "H"], "coordinates": [[-1.45, -0.41, 0.21], [-0.44, 0.59, -0.95], [0.58, 1.34, -0.16], [1.34, 0.64, 0.86], [1.52, -0.67, 0.65], [0.82, -1.45, -0.06], [-0.33, -0.88, -0.72], [-1.19, -0.43, 1.27], [-2.44, -0.78, -0.04], [-1.60, 0.72, -0.17], [0.17, 2.22, 0.34], [1.30, 1.70, -0.91], [2.39, -1.05, 1.19], [-0.68, -1.53, -1.52]], "lumo_energy_ha": 0.033, "gap_ha": 0.34627, "relative_energy_ev": 4.405, "homo_ev": -8.52}

=====

[6]
{"formula": "C2H4OS2", "method": "the ωB97M-V functional and the def2-TZVPD basis", "elements": ["C", "C", "O", "S", "S", "H", "H", "H", "H"], "coordinates": [[1.76, -0.17, -0.25], [0.57, 0.01, -0.64], [-1.74, -1.33, -0.09], [-1.71, 1.52, 0.05], [-0.80, -0.38, 0.48], [2.63, 0.27, -0.81], [1.93, -0.75, 0.61], [-1.24, 1.40, -1.20], [-1.40, -0.57, 1.85]], "smiles": "C=C=[S@H](=O)S", "lumo_energy_ha": [-0.029, -0.029], "gap_ha": [0.30945, 0.30948], "relative_energy_ev": 5.654, "homo_ev": [-9.22, -9.22]}

=====

[7]
{"formula": "C64H60F5N4O4TeTi", "method": "the ωB97M-V functional and the def2-TZVPD basis", "elements": ["Ti", "C", "C", "C", "C", "C", "C", "C", "C", "N", "C", "O", "C", "C", "C", "C", "C", "N", "C", "O", "N", "C", "C", "C", "C", "C", "C", "C", "C", "H", "H", "H", "H", "H", "H", "H", "H", "H", "H", "H", "H", "H", "H", "H", "H", "H", "H", "H", "H", "H", "C", "C", "C", "C", "C", "C", "Te", "N", "C", "O", "C", "C", "C", "C", "C", "C", "C", "C", "C", "C", "C", "C", "C", "C", "C", "C", "C", "C", "H", "H", "H", "H", "H", "H", "H", "H", "H", "H", "H", "H", "H", "H", "H", "H", "H", "H", "H", "H", "H", "H", "H", "H", "H", "H", "H", "F", "C", "C", "C", "F", "C", "F", "C", "F", "C", "F", "C", "C", "C", "C", "C", "C", "C", "O", "C", "C", "C", "H", "H", "H", "H", "H", "H", "H", "H", "H", "H", "H", "H"], "coordinates": [[0.21, 0.12, 0.94], [1.11, -2.35, -2.40], [2.16, -2.73, -1.39], [3.36, -3.28, -1.81], [4.34, -3.63, -0.89], [4.09, -3.47, 0.46], [2.88, -2.94, 0.91], [2.60, -2.87, 2.38], [1.93, -2.54, -0.02], [0.69, -1.95, 0.37], [-0.33, -2.81, 0.35], [-0.29, -4.04, 0.22], [-1.67, -2.13, 0.40], [-2.82, -2.86, 0.59], [-4.03, -2.18, 0.56], [-4.02, -0.83, 0.25], [-2.82, -0.17, 0.00], [-1.65, -0.81, 0.18], [-2.93, 1.18, -0.69], [-3.95, 1.86, -0.43], [-2.02, 1.30, -1.64], [-2.24, 2.21, -2.67], [-2.39, 3.60, -2.51], [-2.23, 4.24, -1.17], [-2.64, 4.39, -3.63], [-2.69, 3.85, -4.91], [-2.48, 2.49, -5.07], [-2.26, 1.67, -3.97], [-2.04, 0.19, -4.15], [1.52, -2.34, -3.41], [0.68, -1.37, -2.19], [0.28, -3.06, -2.37], [3.54, -3.42, -2.87], [5.29, -4.03, -1.23], [4.84, -3.75, 1.19], [3.49, -3.09, 2.96], [1.82, -3.59, 2.65], [2.23, -1.89, 2.67], [-2.73, -3.92, 0.76], [-4.96, -2.69, 0.75], [-4.93, -0.24, 0.14], [-2.26, 5.33, -1.25], [-3.00, 3.90, -0.48], [-1.26, 3.96, -0.74], [-2.76, 5.46, -3.49], [-2.88, 4.49, -5.77], [-2.50, 2.05, -6.06], [-1.92, -0.05, -5.21], [-2.88, -0.38, -3.75], [-1.16, -0.14, -3.60], [8.57, 6.65, -0.20], [7.25, 5.93, -0.09], [6.61, 5.43, -1.21], [5.39, 4.76, -1.13], [4.78, 4.22, -2.40], [4.76, 4.61, 0.12], [2.87, 3.57, 0.27], [0.26, 2.15, 0.59], [-0.64, 2.25, 1.49], [-1.26, 1.13, 1.88], [-1.09, 3.50, 2.19], [-0.23, 4.59, 2.32], [-0.68, 5.75, 2.94], [-1.99, 5.83, 3.41], [-2.84, 4.74, 3.27], [-2.39, 3.57, 2.66], [1.85, 4.97, -0.96], [1.85, 6.33, -0.63], [2.48, 6.88, 0.63], [1.24, 7.24, -1.50], [0.64, 6.83, -2.67], [-0.01, 7.82, -3.61], [0.63, 5.47, -2.97], [1.21, 4.53, -2.13], [1.11, 3.08, -2.50], [5.41, 5.09, 1.26], [4.86, 4.95, 2.66], [6.64, 5.74, 1.14], [8.94, 6.63, -1.22], [9.32, 6.19, 0.45], [8.47, 7.69, 0.10], [7.07, 5.54, -2.19], [5.53, 4.19, -3.19], [3.94, 4.83, -2.73], [4.40, 3.22, -2.23], [0.78, 4.51, 1.95], [-0.01, 6.59, 3.05], [-2.34, 6.74, 3.88], [-3.86, 4.80, 3.62], [-3.05, 2.72, 2.52], [2.42, 6.16, 1.44], [1.98, 7.80, 0.93], [3.54, 7.10, 0.47], [1.24, 8.29, -1.23], [0.02, 8.83, -3.20], [-1.06, 7.55, -3.78], [0.49, 7.83, -4.58], [0.12, 5.13, -3.87], [0.66, 2.97, -3.49], [0.48, 2.55, -1.78], [2.09, 2.60, -2.49], [3.93, 4.39, 2.69], [4.67, 5.94, 3.09], [5.59, 4.45, 3.30], [7.13, 6.11, 2.04], [1.85, 1.82, 3.31], [1.27, 0.74, 3.87], [0.62, -0.20, 3.09], [0.00, -1.21, 3.80], [-0.69, -2.17, 3.15], [0.04, -1.32, 5.18], [-0.58, -2.34, 5.81], [0.72, -0.37, 5.91], [0.77, -0.46, 7.25], [1.33, 0.68, 5.25], [1.99, 1.61, 5.97], [8.54, 0.76, -0.89], [7.05, 0.59, -0.77], [6.42, 0.55, 0.46], [5.05, 0.41, 0.61], [4.48, 0.39, 2.00], [4.23, 0.30, -0.55], [2.82, 0.21, -0.54], [2.04, 0.34, 0.51], [4.88, 0.32, -1.83], [4.09, 0.22, -3.11], [6.25, 0.46, -1.91], [9.00, 0.88, 0.09], [8.79, 1.65, -1.48], [9.01, -0.10, -1.38], [7.02, 0.64, 1.37], [5.28, 0.30, 2.73], [3.78, -0.43, 2.14], [3.92, 1.31, 2.21], [2.31, 0.12, -1.49], [3.36, 1.03, -3.20], [3.53, -0.72, -3.16], [4.76, 0.27, -3.97], [6.71, 0.49, -2.89]], "multiplicity": 2, "total_charge": -2, "lumo_energy_ha": [0.132, 0.132], "gap_ha": [0.17530, 0.23500], "relative_energy_ev": 0.019, "homo_ev": [-1.17, -2.80]}

=====

[8]
{"formula": "C3H2MgNaO3", "method": "the ωB97M-V functional and the def2-TZVPD basis", "elements": ["O", "C", "O", "C", "C", "O", "Mg", "H", "H", "Na"], "coordinates": [[2.43, 1.08, 0.92], [2.65, 0.76, -0.16], [-0.90, 1.06, -1.02], [-1.59, 0.68, -0.08], [-1.30, -0.68, 0.61], [-0.37, -1.39, 0.24], [0.57, -0.23, -1.03], [-2.44, 1.22, 0.34], [-2.00, -0.92, 1.41], [2.94, -1.58, -1.24]], "multiplicity": 2, "lumo_energy_ha": [-0.022, -0.027], "gap_ha": [0.15551, 0.25471], "relative_energy_ev": 0.000, "homo_ev": [-4.84, -7.66]}

=====

[9]
{"formula": "C5H12N2O", "method": "the ωB97M-V functional and the def2-TZVPD basis", "elements": ["C", "C", "C", "C", "N", "C", "N", "O", "H", "H", "H", "H", "H", "H", "H", "H", "H", "H", "H", "H"], "coordinates": [[-0.20, -0.56, -0.84], [-1.08, 0.24, 0.13], [-0.85, -0.13, 1.59], [-2.54, 0.23, -0.31], [1.19, -0.65, -0.46], [2.02, 0.44, -0.57], [3.29, 0.26, -0.09], [1.66, 1.50, -1.05], [-0.59, -1.56, -0.96], [-0.24, -0.08, -1.82], [-0.69, 1.25, 0.04], [-0.94, -1.19, 1.83], [-1.58, 0.39, 2.20], [0.13, 0.24, 1.88], [-3.18, -0.41, 0.29], [-2.61, -0.11, -1.35], [-2.96, 1.23, -0.34], [1.59, -1.54, -0.25], [3.64, -0.55, 0.37], [3.92, 1.01, -0.31]], "smiles": "CC(C)CNC(N)=O", "lumo_energy_ha": 0.029, "gap_ha": 0.37752, "relative_energy_ev": 0.144, "homo_ev": -9.49}

=====

[10]
{"formula": "C26H48BBeBrCl2F2INO15P3S3", "method": "the ωB97M-V functional and the def2-TZVPD basis", "elements": ["C", "C", "O", "C", "O", "C", "C", "C", "C", "C", "N", "S", "C", "P", "S", "C", "B", "O", "O", "C", "P", "O", "I", "H", "H", "H", "H", "H", "H", "H", "H", "H", "H", "H", "H", "H", "H", "H", "H", "H", "H", "C", "Cl", "Cl", "H", "H", "O", "H", "F", "O", "P", "O", "C", "C", "O", "C", "C", "O", "C", "C", "H", "H", "H", "H", "H", "H", "H", "H", "H", "H", "H", "H", "H", "H", "H", "Be", "Br", "F", "C", "C", "O", "S", "O", "O", "O", "H", "H", "H", "H", "O", "H", "H", "C", "C", "C", "C", "C", "C", "H", "H", "H", "H", "H", "H"], "coordinates": [[4.09, -0.36, 3.78], [2.83, -0.57, 2.79], [2.72, -1.90, 2.20], [2.13, -2.86, 3.10], [2.86, -3.26, 4.10], [0.66, -3.52, 2.96], [-0.13, -3.14, 1.61], [-0.45, -1.56, 1.41], [-1.55, -0.96, 2.44], [-1.27, -0.90, 4.01], [-2.24, -0.40, 5.01], [-1.71, -0.49, 6.69], [-3.56, 0.15, 4.60], [-4.82, 0.79, 5.89], [-4.09, 2.09, 7.14], [-3.97, 0.19, 3.06], [-5.38, 0.79, 2.48], [-6.43, -0.14, 2.03], [-5.67, 2.23, 2.39], [-2.95, -0.38, 1.94], [-3.51, -0.29, 0.11], [-3.53, -1.89, -0.54], [-1.84, 1.05, -1.18], [4.58, -1.33, 4.16], [4.83, 0.39, 3.30], [3.67, 0.18, 4.73], [1.81, -0.33, 3.28], [2.93, 0.17, 1.89], [0.04, -3.35, 3.94], [0.84, -4.67, 2.92], [0.38, -3.55, 0.64], [-1.16, -3.69, 1.66], [0.48, -0.87, 1.42], [-0.91, -1.45, 0.34], [-0.25, -1.28, 4.37], [-1.95, -1.78, 7.20], [-5.34, -0.42, 6.54], [-5.98, 1.40, 5.28], [-6.33, -0.95, 2.62], [-6.66, 2.33, 2.41], [-4.10, -1.85, -1.36], [-6.77, -3.57, 0.45], [-8.22, -4.54, 0.73], [-5.84, -3.37, 1.94], [-6.15, -4.07, -0.29], [-7.06, -2.59, 0.08], [-1.73, -3.39, -2.71], [-2.20, -2.80, -2.15], [1.32, -5.24, 0.69], [1.62, 3.33, -5.01], [0.78, 4.24, -5.91], [1.88, 5.49, -5.96], [3.10, 5.28, -6.67], [2.87, 5.26, -8.18], [-0.18, 4.85, -4.70], [-0.37, 4.15, -3.48], [0.61, 4.63, -2.43], [-0.20, 5.20, -6.94], [-0.74, 4.54, -8.08], [-1.50, 3.28, -7.72], [3.59, 4.35, -6.34], [3.77, 6.10, -6.41], [2.34, 4.35, -8.47], [3.82, 5.29, -8.71], [2.26, 6.12, -8.50], [-0.31, 3.07, -3.64], [-1.39, 4.35, -3.14], [1.64, 4.55, -2.77], [0.50, 4.06, -1.51], [0.44, 5.69, -2.21], [0.07, 4.31, -8.79], [-1.41, 5.25, -8.58], [-0.83, 2.51, -7.32], [-2.00, 2.87, -8.60], [-2.25, 3.49, -6.95], [-1.67, 1.72, 7.70], [2.20, 7.20, -7.09], [3.40, 9.62, -6.65], [-2.15, 5.47, 0.36], [-1.60, 5.74, 1.75], [-2.34, 4.89, 2.62], [-2.75, 3.53, 1.82], [-1.79, 2.51, 2.15], [-4.17, 3.33, 1.93], [-2.41, 4.06, 0.32], [-3.10, 5.99, 0.20], [-1.45, 5.75, -0.43], [-1.70, 6.78, 2.05], [-0.54, 5.44, 1.82], [4.50, -5.57, 3.40], [4.84, -5.35, 2.53], [4.25, -4.71, 3.78], [7.44, -9.74, 1.62], [6.89, -9.65, 0.34], [5.78, -8.83, 0.11], [5.23, -8.10, 1.16], [5.78, -8.19, 2.44], [6.88, -9.01, 2.67], [8.30, -10.37, 1.79], [7.32, -10.21, -0.48], [5.35, -8.77, -0.88], [4.37, -7.47, 0.99], [5.35, -7.62, 3.26], [7.31, -9.08, 3.66]], "total_charge": -1, "lumo_energy_ha": -0.068, "gap_ha": 0.06549, "homo_ev": -3.64}

=====

[11]
{"formula": "C22H58N6O6P3", "method": "the ωB97M-V functional and the def2-TZVPD basis", "elements": ["C", "C", "C", "O", "O", "C", "C", "P", "C", "C", "C", "C", "C", "O", "O", "H", "H", "H", "H", "H", "H", "H", "H", "H", "H", "H", "H", "H", "H", "H", "H", "H", "H", "H", "H", "H", "H", "O", "P", "N", "C", "C", "N", "C", "C", "N", "C", "C", "H", "H", "H", "H", "H", "H", "H", "H", "H", "H", "H", "H", "H", "H", "H", "H", "H", "H", "O", "P", "N", "C", "C", "N", "C", "C", "N", "C", "C", "H", "H", "H", "H", "H", "H", "H", "H", "H", "H", "H", "H", "H", "H", "H", "H", "H", "H"], "coordinates": [[1.81, -4.24, 3.35], [1.69, -2.77, 2.88], [0.87, -2.65, 1.59], [1.39, -2.36, 0.56], [-0.44, -2.87, 1.76], [-0.97, -3.82, 0.80], [-2.37, -4.30, 1.23], [-2.33, -5.40, 2.81], [-2.86, -6.99, 1.82], [-4.20, -5.13, 3.21], [-4.51, -3.97, 4.22], [-5.20, -2.74, 3.55], [-4.23, -1.60, 3.15], [-3.21, -1.43, 3.70], [-4.63, -0.83, 2.08], [2.69, -4.74, 2.94], [1.88, -4.23, 4.45], [0.91, -4.83, 3.10], [2.68, -2.31, 2.77], [1.11, -2.23, 3.64], [-0.28, -4.66, 0.63], [-1.11, -3.27, -0.15], [-2.95, -3.37, 1.42], [-2.80, -4.78, 0.33], [-1.93, -4.21, 3.56], [-0.90, -5.66, 2.54], [-2.19, -6.20, 4.04], [-3.61, -6.75, 1.04], [-3.39, -7.68, 2.50], [-1.97, -7.47, 1.39], [-4.53, -6.05, 3.74], [-4.86, -5.05, 2.32], [-5.26, -4.35, 4.94], [-3.63, -3.69, 4.81], [-5.67, -3.12, 2.63], [-5.93, -2.27, 4.23], [-5.25, -1.33, 1.52], [-1.71, -0.66, -2.86], [-1.77, 0.84, -2.70], [-2.48, 0.86, -1.13], [-3.32, 1.90, -0.56], [-1.65, 0.26, -0.08], [-2.99, 1.09, -3.92], [-4.25, 1.77, -3.67], [-3.22, -0.01, -4.85], [-1.46, 2.58, -2.69], [-1.12, 3.14, -4.02], [-0.31, 2.93, -1.83], [-2.78, 2.82, -0.29], [-3.79, 1.53, 0.36], [-4.15, 2.18, -1.20], [-0.79, 0.89, 0.18], [-1.27, -0.71, -0.39], [-2.22, 0.07, 0.84], [-4.92, 1.17, -3.03], [-4.77, 1.96, -4.61], [-4.10, 2.75, -3.23], [-3.82, -0.81, -4.40], [-2.29, -0.43, -5.20], [-3.75, 0.35, -5.74], [-0.26, 2.64, -4.47], [-0.89, 4.21, -3.93], [-1.96, 3.08, -4.72], [0.58, 2.35, -2.10], [-0.52, 2.75, -0.77], [-0.06, 3.99, -1.90], [3.68, 4.60, 0.93], [4.24, 4.05, -0.36], [4.43, 2.41, 0.17], [5.39, 1.44, -0.32], [3.17, 1.74, 0.53], [5.76, 4.89, -0.26], [7.05, 4.23, -0.29], [5.83, 6.01, 0.67], [4.61, 3.65, -2.04], [4.90, 4.83, -2.90], [3.47, 2.97, -2.71], [5.16, 1.06, -1.32], [5.41, 0.57, 0.35], [6.41, 1.81, -0.32], [2.56, 1.50, -0.34], [2.58, 2.37, 1.19], [3.36, 0.82, 1.07], [7.24, 3.65, 0.62], [7.85, 4.97, -0.39], [7.15, 3.59, -1.16], [5.93, 5.67, 1.71], [4.94, 6.64, 0.60], [6.68, 6.65, 0.44], [4.08, 5.55, -2.88], [5.06, 4.51, -3.93], [5.81, 5.34, -2.60], [2.55, 3.55, -2.61], [3.29, 1.97, -2.30], [3.68, 2.81, -3.77]], "total_charge": -1, "lumo_energy_ha": 0.045, "gap_ha": 0.17244, "homo_ev": -3.47}